No. 1
20
Properties=species:S:1:pos:R:3 method="wB97M-V/def2-TZVPD" spin_multiplicity=1 e_lumo_ev=0.36 relative_energy_ev=0.054 homo_ev=-11.125
Cl -2.306 1.611 -2.227
C -2.607 3.323 -2.095
Cl -4.036 3.781 -3.024
Cl -1.187 4.237 -2.609
H -2.789 3.559 -1.060
Cl 0.188 -2.202 -0.353
C -1.548 -2.493 -0.135
Cl -2.480 -1.630 -1.371
Cl -2.059 -1.998 1.507
H -1.752 -3.547 -0.242
Cl 1.180 1.318 -1.190
C 0.141 1.253 0.237
Cl -0.402 2.861 0.732
Cl 0.955 0.463 1.579
H -0.729 0.661 -0.010
Cl 3.056 -3.765 2.178
C 3.807 -2.160 2.038
Cl 4.831 -2.071 0.610
Cl 4.705 -1.782 3.511
H 3.032 -1.420 1.924

***

No. 2
16
Properties=species:S:1:pos:R:3 method="wB97M-V/def2-TZVPD" spin_multiplicity=1 e_lumo_ev=0.91 relative_energy_ev=2.947 homo_ev=-9.157
C -1.295 1.054 0.835
C -1.460 -0.170 0.022
N -1.641 -1.327 0.724
O -1.024 -0.223 -1.130
H -2.173 1.266 1.439
H -0.198 0.886 1.308
H -1.097 1.924 0.223
H -1.682 -2.189 0.207
H -1.897 -1.322 1.694
C 1.677 0.638 0.402
C 1.575 0.009 -0.757
C 1.729 -0.582 -1.901
H 2.022 1.663 0.415
H 1.891 0.078 1.304
H 0.876 -0.788 -2.533
H 2.696 -0.916 -2.252

***

No. 3
135
Properties=species:S:1:pos:R:3 method="wB97M-V/def2-TZVPD" spin_multiplicity=1 e_lumo_ev=0.26 relative_energy_ev=0.800 homo_ev=-10.885
C -8.253 -2.847 -4.824
C -8.348 -1.339 -4.727
O -8.226 -1.012 -3.329
S -7.626 0.427 -2.975
C -5.909 0.185 -3.486
O -8.277 1.386 -3.807
O -7.657 0.496 -1.555
H -7.215 -3.193 -4.822
H -8.634 -3.191 -5.788
H -8.754 -3.348 -3.999
H -7.562 -0.924 -5.361
H -9.324 -0.978 -5.044
H -5.829 -0.889 -3.621
H -5.325 0.474 -2.616
H -5.752 0.759 -4.390
C -8.018 3.597 -0.115
C -6.800 3.188 0.673
O -5.670 3.963 0.220
S -4.309 3.201 -0.047
C -3.728 2.951 1.631
O -4.568 1.923 -0.631
O -3.406 4.110 -0.664
H -7.742 3.298 -1.134
H -8.190 4.669 -0.160
H -8.895 2.994 0.102
H -6.898 3.276 1.764
H -6.693 2.101 0.613
H -4.330 2.107 1.968
H -3.877 3.890 2.145
H -2.709 2.572 1.579
C 6.004 -6.190 0.676
C 5.748 -5.324 -0.565
O 4.322 -5.135 -0.681
S 3.750 -3.657 -0.778
C 3.857 -3.183 0.936
O 4.660 -2.850 -1.519
O 2.403 -3.812 -1.205
H 5.475 -5.732 1.513
H 7.071 -6.209 0.884
H 5.540 -7.157 0.498
H 6.295 -4.385 -0.489
H 6.030 -5.866 -1.465
H 3.103 -3.743 1.484
H 3.586 -2.127 0.927
H 4.890 -3.324 1.233
C -1.736 1.078 -2.521
C -1.231 1.157 -1.106
O -0.011 0.388 -0.985
S 0.544 0.299 0.537
C 1.798 1.535 0.397
O -0.451 0.793 1.431
O 1.106 -0.993 0.703
H -2.645 1.645 -2.697
H -1.920 0.058 -2.864
H -0.943 1.446 -3.183
H -0.977 2.184 -0.840
H -2.023 0.768 -0.468
H 1.369 2.510 0.599
H 2.310 1.457 -0.557
H 2.535 1.304 1.164
C 4.356 6.414 0.421
C 3.333 5.400 -0.051
O 3.276 5.534 -1.489
S 2.934 4.299 -2.406
C 1.159 4.243 -2.298
O 3.270 4.682 -3.727
O 3.491 3.113 -1.838
H 3.923 7.404 0.258
H 5.292 6.357 -0.128
H 4.542 6.243 1.475
H 3.576 4.382 0.259
H 2.332 5.595 0.348
H 0.768 5.233 -2.083
H 0.811 3.588 -1.501
H 0.804 3.858 -3.250
C 5.133 2.007 0.869
C 6.455 1.374 1.321
O 6.262 0.371 2.373
S 6.269 0.795 3.918
C 6.705 -0.832 4.490
O 7.378 1.656 4.174
O 4.953 1.145 4.350
H 5.338 2.957 0.382
H 4.572 2.185 1.782
H 4.640 1.310 0.198
H 6.972 0.828 0.539
H 7.099 2.182 1.671
H 5.938 -1.498 4.108
H 6.620 -0.807 5.576
H 7.734 -0.997 4.201
C -2.235 -7.910 0.169
C -1.860 -7.180 1.434
O -0.471 -6.799 1.392
S -0.060 -5.461 2.170
C -0.516 -4.318 0.896
O -0.931 -5.336 3.289
O 1.344 -5.560 2.336
H -3.130 -8.520 0.300
H -1.466 -8.635 -0.112
H -2.376 -7.245 -0.683
H -2.489 -6.291 1.532
H -2.030 -7.790 2.322
H -1.553 -4.485 0.616
H 0.174 -4.423 0.065
H -0.493 -3.334 1.367
C -1.683 -3.494 -6.858
C -2.167 -2.955 -5.538
O -1.287 -3.412 -4.485
S -1.843 -3.387 -2.994
C -0.579 -2.466 -2.156
O -3.108 -2.727 -2.911
O -1.747 -4.721 -2.504
H -0.603 -3.409 -6.991
H -2.208 -2.983 -7.666
H -1.849 -4.564 -7.007
H -2.238 -1.866 -5.585
H -3.180 -3.314 -5.343
H -0.894 -2.167 -1.161
H -0.443 -1.523 -2.684
H 0.322 -3.067 -2.223
C 1.526 6.635 6.619
C 2.326 5.914 5.548
O 1.662 4.658 5.300
S 2.446 3.444 4.608
C 2.685 2.489 6.080
O 1.529 2.785 3.749
O 3.682 3.976 4.138
H 0.454 6.619 6.421
H 1.849 7.675 6.655
H 1.657 6.138 7.579
H 2.459 6.490 4.638
H 3.318 5.729 5.969
H 3.254 1.591 5.864
H 1.698 2.241 6.463
H 3.185 3.154 6.780

***

What did we get for Kohn-Sham gap? Answer: 11.5; 10.1; 11.1 eV, in the order shown.
What did we get for maximum force? Answer: 0.01045; 0.05772; 0.04039 Eh/bohr, in the order shown.